[1]
Entry from the Open Molecules 2025 dataset: C13H42Ba2F3O11 as an isolated structure at a distorted geometry (ωB97M-V with the def2-TZVPD basis set).

Each line ends with the Löwdin charge.
CARTESIAN COORDINATES (ANGSTROEM)
1 Ba 4.56122 -3.02298 -0.40014  1.9200
2 Ba 0.74923 -3.57150 1.33289  1.9900
3 F 2.74012 0.50169 -1.76710  0.1299
4 F 0.68401 0.08504 -2.16284  0.2027
5 F 1.22322 1.76127 -0.93028  0.1678
6 O 3.55736 0.11884 2.87715  -0.1483
7 O 0.23053 -0.97844 0.20193  -0.2408
8 O -1.78161 -4.61344 1.32422  -0.3402
9 O 4.16111 3.44929 -0.84745  -0.1150
10 O 5.19707 -0.37669 -1.05218  -0.2931
11 O -0.64931 -3.89313 -1.33612  -0.2330
12 O -0.14757 -1.59339 3.09843  -0.2860
13 O 2.41288 -1.37034 0.13761  -0.5081
14 O -0.27034 3.56016 -2.43362  -0.1239
15 O -1.98279 2.79141 -0.40216  -0.1435
16 O -6.56992 1.88950 -0.96789  -0.1143
17 C 4.68748 -0.27400 3.70626  -0.0931
18 C 5.50235 0.55358 -0.01019  -0.1151
19 C 3.64375 3.74995 -2.14415  -0.1355
20 C -3.31760 2.33109 -0.32719  -0.1649
21 C 1.47945 -0.34870 0.07547  -0.4337
22 C -6.73149 0.63975 -0.31886  -0.1671
23 C 1.50728 0.50348 -1.21744  -0.5589
24 C 0.37821 4.75507 -2.84642  -0.1385
25 C -3.20654 -4.73043 1.06013  -0.0574
26 C -1.35542 -2.10351 3.72537  -0.1017
27 C -0.88470 -0.06404 0.39583  -0.2049
28 C -1.06620 -3.31813 -2.61593  -0.0589
29 C -2.15207 -0.87396 0.26560  -0.0395
30 H -3.50229 1.89421 0.65892  0.0733
31 H -1.42664 -5.49441 1.15171  0.0605
32 H -1.83436 3.28679 -1.22805  0.0646
33 H -3.98523 3.19420 -0.39023  0.0884
34 H -2.98940 -0.33610 0.71213  0.0829
35 H 4.67299 0.65716 0.69686  0.0685
36 H -3.75095 -5.23090 1.85498  0.1032
37 H -1.14142 -2.43503 4.74487  0.1012
38 H -7.00323 0.79193 0.72742  0.0827
39 H 4.38838 3.51768 -2.90694  0.0898
40 H -3.57023 -3.71714 0.90325  0.0880
41 H 2.74703 3.14964 -2.31701  0.0486
42 H 1.62048 0.32884 0.92673  0.1671
43 H 3.41930 4.80901 -2.28526  0.0836
44 H 3.37381 -0.59650 2.26810  -0.0009
45 H -3.36316 -5.23571 0.10744  0.1023
46 H -2.00252 -1.22561 3.76593  0.1100
47 H -2.06317 -1.74906 0.92519  0.0474
48 H 3.40520 3.23579 -0.29529  0.0655
49 H -3.59281 1.58117 -1.07739  0.0796
50 H -2.38198 -1.15191 -0.76067  0.0918
51 H -0.94711 -2.24011 -2.67164  0.0820
52 H -0.40561 5.51959 -2.88082  0.0920
53 H 5.76942 1.57499 -0.28312  0.0988
54 H -0.46336 -3.80781 -3.38495  0.0962
55 H 0.39914 2.93742 -2.14130  0.0278
56 H 0.09029 -0.83630 3.64900  0.1114
57 H 5.20593 0.57886 4.12959  0.0970
58 H 4.26392 -0.85058 4.53095  0.0820
59 H -1.83885 -2.94787 3.23508  0.0622
60 H -0.87045 0.26218 1.43911  0.1285
61 H -5.82085 0.02583 -0.32616  0.0535
62 H -0.90760 0.78315 -0.29094  0.1067
63 H 5.35551 -0.87206 3.08029  0.0648
64 H 4.65202 0.08125 -1.70735  0.0751
65 H 1.07125 5.29352 -2.19298  0.0778
66 H -7.03719 2.53311 -0.43175  0.0818
67 H 0.78018 4.62651 -3.85051  0.0892
68 H 6.32770 0.16502 0.59290  0.0911
69 H -2.07504 -3.67157 -2.80777  0.1010
70 H 0.29750 -4.00452 -1.45056  0.0073
71 H -7.46629 0.01792 -0.84071  0.0805

Summary:
Frontier orbital gap = 3.786 eV
Net charge = +3
ΔE to the lowest compared entry with this formula, charge and spin = 0.359 eV
HOMO level = -15.00 eV
Lowest unoccupied orbital energy = -11.212 eV
Maximum force = 0.0574 hartree/bohr



[2]
Entry from the Open Molecules 2025 dataset: C13H44B2F3HgNO7S as an isolated structure at a distorted geometry (ωB97M-V with the def2-TZVPD basis set).

Each line ends with the Löwdin charge.
CARTESIAN COORDINATES (ANGSTROEM)
1 Hg -1.07758 -2.10286 0.24468  1.1824
2 S 2.04574 -3.16638 -1.49702  0.5944
3 F 4.60272 -3.90513 -0.67867  0.1220
4 F 3.97902 -2.00636 0.02549  0.1156
5 F 3.09921 -3.82736 1.02211  0.0439
6 O 2.22983 0.19956 -3.44430  -0.1057
7 O 2.61125 -2.33529 -2.57695  -0.3245
8 O 0.63824 -1.89921 2.18419  -0.1037
9 O -2.96134 -2.21172 1.78138  -0.1210
10 O -0.04756 3.02291 0.75477  -0.0524
11 O 1.69784 -4.55138 -1.83190  -0.3002
12 O 0.91634 -2.50409 -0.79232  -0.4227
13 N -0.26175 1.33016 -2.82296  0.2761
14 C 1.01035 -1.01659 3.17962  -0.4941
15 C 0.79360 0.37647 2.66773  -0.0543
16 C 0.27710 5.39198 0.46539  -0.0659
17 C -3.89740 -1.15799 1.52460  -0.4439
18 C -4.79555 -1.46689 0.27140  -0.0196
19 C 3.16327 1.01182 -2.71757  -0.4023
20 C 2.58695 1.21255 -1.26056  -0.0171
21 C -4.69948 -0.85260 2.82314  -0.0489
22 C 4.55762 0.29092 -2.78384  -0.0394
23 C 3.54116 -3.23570 -0.19503  -0.5417
24 C -0.66572 4.28907 0.83731  -0.4763
25 C 2.49922 -1.30194 3.41700  -0.0343
26 C -1.86208 4.32035 -0.19434  -0.0570
27 B -1.06828 0.17798 -0.48127  -0.4509
28 B -1.98829 -3.18628 -1.69521  -0.3941
29 H 2.23091 0.29205 -0.79793  0.0730
30 H -3.30362 -0.26667 1.32195  0.1110
31 H 2.73309 -2.35881 3.54520  0.0790
32 H 1.24043 5.13806 0.90768  0.0840
33 H -5.34820 -1.67862 3.11460  0.0770
34 H 0.48135 0.74152 -3.17139  0.0854
35 H 1.40375 0.55951 1.78325  0.0867
36 H -4.10555 -0.50532 3.66857  0.0760
37 H -5.23788 -0.55454 -0.12869  0.0863
38 H 0.18155 2.23262 -2.72729  0.1373
39 H 0.39773 -1.29517 4.03705  0.1422
40 H -1.63421 -2.17278 -1.58705  -0.0972
41 H -2.49505 5.20748 -0.21543  0.0783
42 H 3.28479 1.75929 -0.62639  0.0862
43 H -2.49700 3.44240 -0.07529  0.0670
44 H -2.00811 -0.31469 -0.28567  -0.0343
45 H -2.33194 -3.43881 -0.70405  -0.0663
46 H 2.52303 -0.69835 -3.27293  0.0246
47 H -5.47206 -2.30184 0.45386  0.0843
48 H -0.54785 -0.29401 -1.30017  -0.0188
49 H 3.33342 1.90944 -3.31208  0.1243
50 H -1.17477 -3.81579 -2.02099  -0.0410
51 H 4.70530 -0.15352 -3.76810  0.0812
52 H -5.41118 -0.04152 2.66911  0.0776
53 H -1.22114 1.23864 -0.60721  -0.0071
54 H 1.23410 1.15847 3.28623  0.0908
55 H -3.41477 -2.95028 2.19435  0.1089
56 H 0.02432 6.36570 0.88502  0.0796
57 H 2.79363 -0.75363 4.31186  0.0826
58 H -0.70924 2.35327 0.56671  0.0201
59 H 0.28413 5.65611 -0.59209  0.0766
60 H -1.05560 1.18531 -3.43035  0.1561
61 H -2.82283 -3.25416 -2.37577  -0.0180
62 H 5.38604 0.99921 -2.79641  0.0761
63 H -4.13453 -1.87109 -0.49526  0.0490
64 H 3.01521 -0.97549 2.51407  0.0788
65 H -0.44798 0.86646 -1.94523  -0.0236
66 H -1.19281 4.49526 1.76885  0.1301
67 H -0.27684 0.57994 2.69714  0.0872
68 H 0.43721 -2.80290 2.43824  0.1059
69 H -1.44914 4.24753 -1.20046  0.0624
70 H 4.53714 -0.55028 -2.09098  0.0624
71 H 1.62284 1.72097 -1.27101  0.0378
72 H -0.48214 0.00302 0.40759  -0.0238

Summary:
Frontier orbital gap = 9.159 eV
HOMO level = -9.58 eV
Lowest unoccupied orbital energy = -0.420 eV
Maximum force = 0.1041 hartree/bohr



[3]
Entry from the Open Molecules 2025 dataset: a 6-piece molecular cluster, C13H44B2N2O4 overall at a distorted geometry (ωB97M-V with the def2-TZVPD basis set).

Each line ends with the Löwdin charge.
CARTESIAN COORDINATES (ANGSTROEM)
1 O -10.87748 -17.54707 -3.87206  -0.0094
2 O 0.47723 -10.50402 -3.25264  0.3855
3 O -4.38671 -22.37962 -3.22024  -0.1953
4 O -3.56397 -15.61666 -3.77370  0.3761
5 N -2.60380 -20.26531 -3.60433  0.0024
6 N -11.39996 -18.43884 -2.95568  -0.1388
7 C -4.04882 -21.96263 -4.55259  -0.1600
8 C -13.38683 -19.55916 -1.96405  -0.1359
9 C -12.92196 -19.26008 -0.50544  -0.1666
10 C -4.66550 -23.74892 -3.00288  -0.1081
11 C -11.07966 -16.73375 -0.97836  -0.0273
12 C -1.45018 -22.26417 -3.98871  -0.0660
13 C -9.30364 -18.44959 -1.70403  -0.0328
14 C -13.16943 -19.21540 -4.49815  -0.0313
15 C -2.60158 -21.38133 -4.49213  -0.4343
16 C -10.85213 -18.15899 -1.60696  -0.4504
17 C -11.37788 -19.23228 -0.62040  -0.1498
18 C -13.74202 -17.27909 -2.85931  -0.0280
19 C -12.82583 -18.56474 -3.11519  -0.4481
20 B -4.86038 -14.23549 -0.01358  -0.4602
21 B -2.56788 -11.94790 -5.27503  -0.4417
22 H -13.33466 -20.59303 -2.30539  0.1029
23 H -14.47111 -19.44837 -1.95092  0.0975
24 H -12.81154 -20.24465 -4.47277  0.0720
25 H -3.06640 -16.43684 -3.81003  0.1764
26 H -11.31554 -15.80380 -1.49572  0.0778
27 H -4.32692 -24.03533 -2.00716  0.0884
28 H -8.94073 -17.64298 -2.34102  0.0777
29 H -4.67992 -21.15663 -4.92698  0.1149
30 H -4.31135 -24.45811 -3.75103  0.0829
31 H -10.18460 -16.42616 -0.43767  0.0779
32 H -2.09041 -11.07176 -5.68568  -0.1113
33 H -2.33471 -20.90884 -5.43744  0.1272
34 H -13.67187 -16.99607 -1.80903  0.0556
35 H -10.25937 -18.06589 -4.39203  0.1065
36 H -13.61178 -16.38304 -3.46614  0.0744
37 H -8.80617 -18.60646 -0.74693  0.0868
38 H -1.84685 -12.74980 -5.31128  -0.1325
39 H -3.16294 -14.87906 -4.23921  0.1662
40 H -9.26907 -19.41430 -2.21023  0.0750
41 H -1.57191 -23.23268 -4.47377  0.0756
42 H -4.23147 -22.74591 -5.28826  0.1166
43 H -0.25461 -10.89133 -3.73841  0.1573
44 H 0.83141 -9.71947 -3.67767  0.1879
45 H -5.05499 -14.06587 1.03408  -0.1057
46 H -2.90561 -11.76800 -4.26617  -0.1010
47 H -1.45402 -22.51086 -2.92700  0.0797
48 H -3.69791 -15.47122 -2.83428  0.1693
49 H -1.63056 -20.16998 -3.35171  0.0561
50 H -14.77391 -17.55314 -3.07888  0.0696
51 H 1.12730 -11.05989 -2.81671  0.1896
52 H -3.11162 -20.40709 -2.74287  0.0753
53 H -3.35413 -12.26014 -5.94479  -0.0903
54 H -5.74556 -23.89001 -3.04373  0.0813
55 H -13.32503 -20.02384 0.15961  0.1059
56 H -12.73275 -18.62824 -5.30601  0.0746
57 H -13.38607 -18.32346 -0.19650  0.0912
58 H -11.85870 -16.62513 -0.22377  0.0635
59 H -5.53499 -13.67991 -0.64641  -0.1102
60 H -3.82051 -13.96316 -0.10711  -0.1350
61 H -14.24602 -19.35288 -4.59893  0.0766
62 H -4.83980 -15.31133 -0.09357  -0.1319
63 H -10.99259 -20.22406 -0.85712  0.1172
64 H -11.14147 -19.07872 0.43252  0.1155
65 H -0.52652 -21.70368 -4.13294  0.0751

Summary:
Frontier orbital gap = 4.859 eV
HOMO level = -7.11 eV
Lowest unoccupied orbital energy = -2.253 eV
Maximum force = 0.0962 hartree/bohr



- Among the records above, which one has the highest HOMO level?
  C13H44B2N2O4